1.
Molecular formula: C38H103KN3O16
Method: DFT, ωB97M-V with the def2-TZVPD basis set

Properties
- Kohn-Sham gap: 7.747 eV
- Calculated total energy: -3477.506163 Ha

```
! wB97M-V def2-TZVPD RIJCOSX def2/J DEFGRID3
* xyz -1 1
K -0.97405 1.57361 -1.28207
C 0.86111 -1.96925 -0.19986
C 1.28564 -1.42866 -1.54578
O 1.45302 -0.03926 -1.54081
H 0.54655 -3.01115 -0.25978
H -0.03462 -1.50478 0.21251
H 1.66787 -1.75767 0.50190
H 0.48290 -1.69521 -2.23328
H 2.17572 -1.93411 -1.92045
C -5.39232 4.30822 -0.35585
C -5.19364 2.92451 -1.05058
O -3.94863 2.28331 -0.94560
H -5.35666 4.21728 0.72976
H -6.36466 4.70612 -0.64626
H -4.60464 4.99396 -0.66797
H -5.46095 3.02352 -2.10265
H -6.04717 2.33593 -0.71419
C -0.36304 1.01688 6.36373
O -1.01877 0.20874 5.34469
C -0.07233 -0.35758 4.45404
C -0.69289 -1.08217 3.25445
N -1.50664 -2.25232 3.68290
C -2.29225 -2.75215 2.57742
C -3.23553 -3.89699 3.00850
O -3.99131 -3.42763 4.09121
C -5.03731 -4.28402 4.57366
H -0.00482 1.89586 5.82784
H 0.44756 0.48347 6.86023
H -1.02509 1.35136 7.16242
H 0.58394 -0.95495 5.08694
H 0.48882 0.49589 4.07351
H 0.08165 -1.49497 2.60809
H -1.29820 -0.42634 2.62869
H -2.19789 -2.04841 4.39050
H -1.68248 -3.33766 1.88933
H -2.85701 -1.96265 2.08161
H -2.71384 -4.81954 3.26314
H -3.85584 -4.17397 2.15609
H -5.59931 -3.83585 5.39304
H -4.63926 -5.21357 4.98058
H -5.78988 -4.47138 3.80774
C 3.42966 1.04978 2.62510
O 3.62197 0.32797 3.83639
C 3.67525 -1.08276 3.49474
C 4.04567 -1.86321 4.73939
N 5.46988 -2.14819 4.96312
C 6.20169 -0.97695 5.39492
C 7.68956 -1.30666 5.74019
O 8.38007 -1.67340 4.54710
C 9.76235 -1.99010 4.63593
H 3.57693 2.10797 2.84107
H 2.43132 0.87359 2.22463
H 4.24938 0.87019 1.92946
H 4.35484 -1.35205 2.68620
H 2.70648 -1.46378 3.17161
H 3.66518 -2.87888 4.63097
H 3.55197 -1.47840 5.63173
H 5.87649 -2.40287 4.07435
H 5.80941 -0.56916 6.32654
H 6.07091 -0.25872 4.58552
H 7.73586 -2.18102 6.38938
H 8.13176 -0.41953 6.19358
H 10.38905 -1.13491 4.88894
H 10.15338 -2.26537 3.65643
H 9.89976 -2.69308 5.45754
C 1.36545 -6.34707 -1.63482
O 0.16973 -6.28241 -2.38667
C 0.03676 -5.06161 -3.11070
C -0.94352 -5.31258 -4.36588
N -1.24003 -4.09208 -5.18433
C -1.88306 -3.05289 -4.35362
C -2.62435 -2.14473 -5.30464
O -3.74945 -2.87428 -5.65209
C -4.49600 -2.34492 -6.73413
H 1.42689 -7.26541 -1.05089
H 1.31483 -5.52786 -0.91759
H 2.25999 -6.24437 -2.24911
H 0.99787 -4.68682 -3.46271
H -0.31499 -4.28626 -2.43011
H -1.85677 -5.81007 -4.03941
H -0.49664 -6.02713 -5.05713
H -1.89020 -4.34283 -5.91542
H -1.12004 -2.55322 -3.75678
H -2.56574 -3.53620 -3.65473
H -1.98100 -1.86657 -6.13940
H -2.96277 -1.28569 -4.72533
H -4.68204 -1.29603 -6.50321
H -5.47834 -2.81631 -6.76418
H -3.88523 -2.44443 -7.63143
C 6.45430 -0.29373 -1.84668
C 4.94663 -0.23669 -2.14712
O 4.29989 0.44585 -1.17150
H 6.87571 0.70316 -1.97601
H 6.84491 -1.04434 -2.53377
H 6.62262 -0.66451 -0.83560
H 4.52443 -1.22788 -2.31257
H 4.78073 0.30035 -3.08101
H 3.35355 0.29043 -1.21478
C -2.58928 1.44523 -5.81916
C -3.01967 2.18100 -4.50693
O -3.03665 1.21782 -3.47547
H -1.58626 1.01996 -5.78449
H -2.59095 2.09682 -6.69297
H -3.29054 0.63622 -6.02367
H -4.05599 2.51881 -4.51212
H -2.31264 2.94792 -4.19063
H -3.43021 1.58572 -2.68088
C -3.98935 -2.73721 -0.59079
C -3.65619 -1.31741 -1.11354
O -4.66651 -0.50367 -0.73954
H -4.81142 -3.19225 -1.14328
H -4.36197 -2.73812 0.43354
H -3.15886 -3.43661 -0.68679
H -3.47250 -1.35581 -2.18727
H -2.76246 -0.81656 -0.74139
H -4.35318 0.39813 -0.84043
C 0.20726 3.26257 2.61277
C -0.55517 4.54791 2.93401
O -0.83504 5.28158 1.77151
H 1.26370 3.35250 2.35990
H -0.24535 2.69135 1.80224
H 0.12864 2.69941 3.54270
H 0.11080 5.06323 3.62614
H -1.41388 4.35428 3.57684
H -1.17076 4.78303 1.02296
C 3.41132 3.88776 -1.90638
C 2.61200 3.74176 -0.65092
O 1.50474 2.85612 -0.70136
H 4.24393 4.58139 -1.78914
H 2.87525 4.37960 -2.71806
H 3.78384 2.92599 -2.25898
H 2.28647 4.71086 -0.27280
H 3.31564 3.33162 0.07350
H 1.74683 1.95090 -0.91006
C -1.20762 6.46483 -1.46900
C -1.95375 5.10948 -1.74900
O -1.94940 4.28971 -0.64582
H -0.18264 6.30400 -1.13485
H -1.78325 7.08568 -0.78248
H -1.14799 7.06977 -2.37376
H -1.43599 4.57933 -2.54836
H -2.95621 5.30362 -2.13041
H -2.71780 3.72533 -0.75827
C 2.49941 2.50411 -5.06639
C 1.14191 2.51009 -4.30994
O 0.64247 1.20878 -4.18073
H 2.50699 2.27757 -6.13256
H 3.25707 1.82492 -4.67555
H 2.87114 3.52856 -5.08693
H 0.39739 3.11437 -4.82824
H 1.24897 2.90574 -3.29994
H 1.00231 0.86899 -3.35814
C -4.32211 0.88110 3.15215
C -3.40470 2.00647 2.69402
O -2.78208 1.67795 1.47912
H -3.84163 0.00284 3.58332
H -4.83459 0.53924 2.25293
H -5.12106 1.23488 3.80377
H -2.59703 2.15342 3.41109
H -3.92701 2.94687 2.51807
H -3.33478 1.98340 0.75606
*
```

=====

2.
Molecular formula: C19H28N2O4
Method: DFT, ωB97M-V with the def2-TZVPD basis set

Properties
- SMILES: CCCCCc1cnc2cc(COCOCCO)c(COC)cc2n1
- Kohn-Sham gap: 7.791 eV
- Energy above the lowest of the compared OMol25 structures with the same formula, charge and spin: 254.5 kcal per mole
- Calculated total energy: -1150.930046 Ha

```
! wB97M-V def2-TZVPD RIJCOSX def2/J DEFGRID3
* xyz 0 1
C 3.25790 2.47188 3.78427
C 3.64700 1.02846 3.14252
C 3.31008 0.94631 1.55352
C 4.56096 1.33405 0.62939
C 4.20506 1.32783 -0.97004
C 2.76480 0.65059 -1.26772
C 2.75219 -0.84336 -1.69702
N 1.56433 -1.58428 -1.95612
C 0.38987 -0.77685 -1.76770
C -1.00803 -1.48236 -1.97187
C -2.33394 -0.72372 -1.77742
C -3.75967 -1.43684 -1.93390
O -4.40108 -1.67674 -0.65318
C -3.50712 -2.26668 0.30305
O -2.79487 -3.43194 -0.19923
C -2.08752 -4.06866 0.91454
C -0.63353 -3.37881 1.13468
O 0.44610 -4.09678 0.48610
C -2.33201 0.81749 -1.40858
C -3.70024 1.66840 -1.19855
O -3.41149 2.87066 -0.43278
C -3.18872 4.00970 -1.31823
C -0.94941 1.47702 -1.21728
C 0.43225 0.71775 -1.37445
N 1.62024 1.48585 -1.11480
H 3.98167 2.81847 4.59584
H 2.19643 2.41413 4.19968
H 3.23474 3.22034 2.90773
H 4.71566 0.70208 3.38807
H 2.95404 0.26536 3.66555
H 2.48105 1.73468 1.38259
H 2.91940 -0.12931 1.37961
H 4.92802 2.40267 0.86429
H 5.44864 0.63007 0.86544
H 5.05142 0.77248 -1.53099
H 4.20454 2.39388 -1.39638
H 3.75357 -1.39272 -1.80783
H -1.07322 -2.59761 -2.24476
H -4.43795 -0.68090 -2.49118
H -3.74496 -2.37725 -2.59024
H -4.17330 -2.65275 1.17143
H -2.79157 -1.50129 0.80254
H -1.90927 -5.18555 0.74276
H -2.65029 -3.96737 1.90811
H -0.70094 -2.33599 0.63332
H -0.43862 -3.25591 2.26914
H 0.04164 -4.70081 -0.18714
H -4.37315 1.02174 -0.51787
H -4.24112 1.87497 -2.18465
H -2.53491 3.63573 -2.19819
H -2.58939 4.78379 -0.71119
H -4.17782 4.47070 -1.66299
H -0.91749 2.59740 -0.94186
*
```

=====

3.
Molecular formula: CH4BBr
Method: DFT, ωB97M-V with the def2-TZVPD basis set

Properties
- Kohn-Sham gap: 11.160 eV
- Energy above the lowest of the compared OMol25 structures with the same formula, charge and spin: 41.7 kcal per mole
- Calculated total energy: -2639.318612 Ha

```
! wB97M-V def2-TZVPD RIJCOSX def2/J DEFGRID3
* xyz 0 1
B -0.01877 -0.75444 0.41768
C -0.24698 0.60905 -0.36251
Br 1.54522 0.85421 0.12759
H 0.51023 -1.59861 -0.24575
H -0.49916 -0.89184 1.51805
H -0.93906 1.34695 0.04867
H -0.35149 0.43468 -1.50373
*
```

=====

4.
Molecular formula: C4H9NO2
Method: DFT, ωB97M-V with the def2-TZVPD basis set

Properties
- Kohn-Sham gap: 9.568 eV
- Energy above the lowest of the compared OMol25 structures with the same formula, charge and spin: 137.6 kcal per mole
- Calculated total energy: -362.866268 Ha

```
! wB97M-V def2-TZVPD RIJCOSX def2/J DEFGRID3
* xyz 0 1
C 2.20118 0.74483 -0.45319
O 0.95692 0.18345 -0.01474
C -0.28746 0.18576 1.27015
C -1.14822 -0.33742 0.20304
N -1.39586 0.41598 -0.80251
O -1.15151 1.74353 -0.51834
C -1.25669 -1.82299 0.00903
H 2.52374 0.14299 -1.33496
H 2.16966 1.78863 -0.83144
H 3.01248 0.66715 0.27521
H -0.45289 1.21135 1.58319
H -0.25512 -0.48569 2.16003
H -1.11719 2.15594 -1.38822
H -1.61298 -2.34798 0.90327
H -0.25826 -2.21166 -0.23503
H -1.92780 -2.03388 -0.82547
*
```